Entry 1:
Entry from the Open Molecules 2025 dataset: C4H7NO as an isolated structure (ωB97M-V/def2-TZVPD).

XYZ file:
```
13
Properties=species:S:1:pos:R:3:mulliken_charge:R:1
O 2.07329 1.13685 -0.10043 -0.577
C 0.78512 -0.06788 -0.30156 -0.222
C 0.13074 -1.37250 -0.07026 -0.766
C -1.04408 -0.52846 -0.04269 0.125
N -1.07233 0.37623 1.08507 -0.587
C -0.36018 0.77579 -0.07541 -0.222
H 1.97622 1.19943 0.85571 0.268
H 1.48591 0.47246 -1.37291 0.340
H 0.27979 -1.84896 0.89706 0.251
H 0.21896 -2.08653 -0.87670 0.253
H -1.93792 -0.73758 -0.59137 0.426
H -1.91438 0.95277 1.08892 0.271
H -0.62114 1.72838 -0.49543 0.440
```

Values from the calculation:
E (Ha): -286.35884
HOMO energy (Eh): -0.315
F_max (eV/Å): 10.247
Net charge: 0
HOMO-LUMO gap (eV): 9.35
ΔE to the lowest compared entry with this formula, charge and spin (kJ/mol): 716.3

Entry 2:
Entry from the Open Molecules 2025 dataset: a 2-piece molecular cluster, C4H7NO overall (ωB97M-V/def2-TZVPD).

XYZ file:
```
13
Properties=species:S:1:pos:R:3:mulliken_charge:R:1
C -0.86322 1.09847 1.79999 -0.596
N -0.68463 1.62871 0.49242 0.040
C -0.51932 2.02987 -0.59584 -0.240
C 0.01341 -1.14122 -1.44427 -0.257
C 1.38694 -1.03592 -0.95641 -0.239
O 0.30480 -1.21358 -0.05399 -0.363
H -0.40087 0.10989 1.83536 0.255
H -1.93078 1.01479 2.01841 0.265
H -0.39871 1.76411 2.53165 0.286
H -0.50099 -0.23577 -1.76251 0.160
H -0.33011 -2.07294 -1.89182 0.223
H 2.05904 -1.88916 -1.04683 0.241
H 1.86446 -0.05725 -0.92617 0.223
```

Values from the calculation:
E (Ha): -286.50880
HOMO energy (Eh): -0.383
F_max (eV/Å): 1.150
Net charge: 0
HOMO-LUMO gap (eV): 11.45
ΔE to the lowest compared entry with this formula, charge and spin (kJ/mol): 322.5

Entry 3:
Entry from the Open Molecules 2025 dataset: one molecule with the formula C4H7NO (ωB97M-V/def2-TZVPD).

XYZ file:
```
13
Properties=species:S:1:pos:R:3:mulliken_charge:R:1
C 0.03507 -1.52297 0.75906 -1.296
C 0.50751 -0.20929 0.19617 0.406
N 0.22402 0.02848 -1.23831 -0.491
C -0.43220 1.28865 -0.91744 -0.395
C -0.57888 0.86154 0.50739 0.283
O -1.14843 1.28243 1.47064 -0.593
H 0.65915 -2.35270 0.43404 0.357
H -0.99608 -1.70410 0.44074 0.321
H 0.04920 -1.45863 1.85109 0.296
H 1.55807 0.00805 0.45828 0.296
H 0.98965 0.05799 -1.90548 0.238
H -1.10679 1.69738 -1.68254 0.384
H 0.23973 2.02317 -0.37364 0.194
```

Values from the calculation:
E (Ha): -286.53881
HOMO energy (Eh): -0.331
F_max (eV/Å): 2.086
Net charge: 0
Structure (SMILES): C[C@H]1NCC1=O
HOMO-LUMO gap (eV): 9.80
ΔE to the lowest compared entry with this formula, charge and spin (kJ/mol): 243.8

Entry 4:
Entry from the Open Molecules 2025 dataset: one molecule with the formula C4H7NO (ωB97M-V/def2-TZVPD).

XYZ file:
```
13
Properties=species:S:1:pos:R:3:mulliken_charge:R:1
C 0.77762 0.58203 1.90938 -0.913
N 0.76454 -0.25005 0.69555 -0.406
C 0.39236 0.52686 -0.21507 -0.291
C -0.67022 0.10841 -1.13053 0.021
C -0.63519 -1.28500 -1.55140 -0.403
O -1.58115 -0.85167 -0.59825 -0.401
H 0.00198 1.37085 1.91953 0.321
H 1.73676 1.02063 2.20022 0.283
H 0.36412 -0.25162 2.46382 0.379
H 0.81289 1.53484 -0.30007 0.475
H -1.13253 0.90097 -1.70751 0.390
H -0.99894 -1.50798 -2.54499 0.272
H 0.16777 -1.89827 -1.14067 0.273
```

Values from the calculation:
E (Ha): -286.47521
HOMO energy (Eh): -0.330
F_max (eV/Å): 1.927
Net charge: 0
Structure (SMILES): C/N=C/[C@H]1CO1
HOMO-LUMO gap (eV): 9.78
ΔE to the lowest compared entry with this formula, charge and spin (kJ/mol): 410.7

Entry 5:
Entry from the Open Molecules 2025 dataset: one molecule with the formula C4H7NO (ωB97M-V/def2-TZVPD).

XYZ file:
```
13
Properties=species:S:1:pos:R:3:mulliken_charge:R:1
C -1.71472 -0.28729 0.49277 -1.274
C -0.29739 -0.48540 0.01785 0.390
C 0.23984 0.16836 -1.21628 -0.588
N 0.59656 0.65482 0.09252 -0.276
C 1.89507 0.55366 0.56838 0.106
O 2.88845 0.75251 -0.08958 -0.502
H -1.73562 -0.10417 1.57203 0.260
H -2.32082 -1.17442 0.28316 0.342
H -2.17422 0.57230 -0.00475 0.318
H 0.15056 -1.44989 0.26525 0.392
H 1.02226 -0.33557 -1.78041 0.259
H -0.41052 0.81900 -1.79704 0.221
H 1.92628 0.31679 1.64803 0.351
```

Values from the calculation:
E (Ha): -286.57070
HOMO energy (Eh): -0.365
F_max (eV/Å): 0.457
Net charge: 0
Structure (SMILES): C[C@H]1CN1C=O
HOMO-LUMO gap (eV): 10.90
ΔE to the lowest compared entry with this formula, charge and spin (kJ/mol): 160.0

Entry 6:
Entry from the Open Molecules 2025 dataset: one molecule with the formula C4H7NO (ωB97M-V/def2-TZVPD).

XYZ file:
```
13
Properties=species:S:1:pos:R:3:mulliken_charge:R:1
C -0.89983 -1.14971 -0.20936 -1.118
C -0.01644 0.04114 -0.19420 0.770
C 1.39957 -0.06436 -0.62626 -1.141
O -0.04986 1.26394 1.70936 -0.491
C -0.47248 1.27652 0.35770 0.261
N -1.07721 2.05461 -0.37912 -0.567
H -0.38931 -2.00131 0.26623 0.323
H -1.85213 -0.96809 0.29444 0.356
H -1.08623 -1.43373 -1.24784 0.290
H 2.04379 0.50247 0.05668 0.346
H 1.48278 0.39721 -1.61168 0.292
H 1.74531 -1.10134 -0.68618 0.351
H -0.82795 1.18265 2.27025 0.328
```

Values from the calculation:
E (Ha): -286.48157
HOMO energy (spin up / spin down) (Eh): -0.346 / -0.294
F_max (eV/Å): 1.377
Net charge: 0
HOMO-LUMO gap (spin up / spin down) (eV): 9.70 / 7.57
ΔE to the lowest compared entry with this formula, charge and spin (kJ/mol): 394.0